[1]
C10H18O3S in the gas phase, computed with ωB97M-V/def2-TZVPD.

Geometry (Å):
C: -1.813 1.921 1.493
C: -1.795 0.772 0.432
C: -2.834 1.101 -0.555
C: -0.408 0.822 -0.190
C: 0.344 1.636 -0.962
C: 1.822 1.608 -0.995
O: 2.538 1.038 -2.009
S: 2.180 0.582 0.515
O: 2.395 1.414 1.697
O: 3.305 -0.326 0.230
C: 0.649 -0.414 0.562
C: 0.647 -1.638 -0.253
C: 1.655 -2.693 0.342
C: -0.737 -2.306 -0.356
H: -2.634 1.702 2.177
H: -1.989 2.796 0.856
H: -0.890 1.937 2.080
H: -1.922 -0.233 0.988
H: -2.881 2.227 -0.815
H: -3.916 0.713 -0.246
H: -2.687 0.610 -1.592
H: -0.178 2.569 -1.499
H: 2.225 2.674 -0.899
H: 2.906 0.177 -1.592
H: 0.573 -0.667 1.605
H: 1.050 -1.539 -1.308
H: 1.780 -2.858 1.511
H: 2.690 -2.430 -0.048
H: 1.300 -3.682 0.050
H: -1.043 -2.759 0.506
H: -0.780 -3.104 -1.100
H: -1.551 -1.652 -0.627

The calculation puts the HOMO energy at -9.9 eV. As for the energy relative to the best compared isomer or geometry (same formula, charge and spin): 233.4 kJ/mol. As for the molar mass: 218.32 u. As for the total energy: -27636.0861 eV.

***

[2]
A 2-piece molecular cluster, C10H19BCl3N2O3S2 overall, computed with ωB97M-V/def2-TZVPD.

Geometry (Å):
C: 4.146 0.695 0.152
C: 4.162 0.149 1.584
S: 4.350 -1.648 1.756
C: 3.236 -2.373 0.537
C: 1.769 -2.063 0.552
N: 0.944 -2.915 0.000
C: -0.470 -2.594 -0.020
C: -0.651 -1.097 0.366
N: -0.907 -0.223 -0.684
C: -0.248 0.588 -1.426
C: 0.600 0.122 -2.570
C: -0.340 2.068 -1.229
O: -1.629 -1.057 1.330
B: -2.234 0.210 1.501
O: -1.468 1.180 2.090
O: -3.549 0.390 1.168
S: 1.040 -0.692 1.204
H: 4.867 1.508 0.060
H: 3.177 1.129 -0.095
H: 4.427 -0.050 -0.592
H: 5.009 0.548 2.140
H: 3.272 0.458 2.127
H: 3.311 -3.445 0.740
H: 3.605 -2.221 -0.481
H: 1.280 -3.768 -0.426
H: -1.103 -3.272 0.549
H: -0.815 -2.688 -1.052
H: 1.651 0.204 -2.262
H: 0.367 -0.900 -2.852
H: 0.489 0.782 -3.432
H: -0.209 2.308 -0.175
H: 0.384 2.605 -1.838
H: -1.339 2.400 -1.528
H: -1.545 2.025 1.646
H: -3.654 0.373 0.211
C: -6.350 2.160 0.245
Cl: -8.086 1.958 0.074
Cl: -5.584 2.340 -1.350
Cl: -5.959 3.535 1.271
H: -5.946 1.272 0.712

The calculation puts the HOMO energy at -12.2 eV. The net charge is +1. As for the molar mass: 396.58 u. As for the total energy: -79710.7033 eV.

***

[3]
A 2-piece molecular cluster, C10H19BClFIN5O4 overall, computed with ωB97M-V/def2-TZVPD.

Geometry (Å):
C: 2.599 -1.916 -0.198
C: 2.842 -0.407 -0.323
C: 1.899 0.226 -1.318
F: 2.376 1.425 -1.820
N: 0.569 0.554 -0.737
C: 0.268 1.506 0.250
C: 1.283 2.373 0.915
C: 1.697 1.892 2.315
N: 0.942 2.569 3.375
C: -1.099 1.440 0.422
I: -2.309 2.571 1.604
N: -1.620 0.457 -0.407
B: -3.108 0.079 -0.461
O: -3.922 0.902 -1.204
N: -3.575 -1.035 0.260
C: -2.539 -1.883 0.867
C: -4.657 -0.712 1.218
C: -0.574 -0.041 -1.109
Cl: -0.739 -1.248 -2.284
H: 2.213 -2.330 -1.136
H: 3.526 -2.433 0.050
H: 1.878 -2.124 0.599
H: 2.662 0.042 0.658
H: 3.861 -0.164 -0.622
H: 1.719 -0.456 -2.148
H: 2.175 2.355 0.287
H: 0.896 3.391 0.984
H: 2.762 2.078 2.454
H: 1.556 0.804 2.367
H: 0.182 1.988 3.709
H: 1.536 2.724 4.179
H: -3.870 0.745 -2.152
H: -1.917 -1.343 1.588
H: -1.906 -2.325 0.093
H: -3.021 -2.716 1.386
H: -4.955 0.335 1.147
H: -5.538 -1.330 1.034
H: -4.307 -0.898 2.237
N: 2.550 -1.765 -4.531
O: 1.547 -2.481 -4.291
O: 3.341 -1.484 -3.588
O: 2.779 -1.365 -5.670

The calculation puts the HOMO energy at -7.1 eV. As for the energy relative to the best compared isomer or geometry (same formula, charge and spin): 0.0 kJ/mol. As for the molar mass: 465.46 u. As for the total energy: -50333.1185 eV.

***

[4]
C10H19BO in the gas phase, computed with ωB97M-V/def2-TZVPD.

Geometry (Å):
B: 1.357 0.163 -0.054
C: 3.733 0.695 -1.145
C: 2.945 0.262 -0.133
C: -0.236 1.655 0.128
C: -1.258 0.671 -0.255
C: -0.807 -0.759 0.131
C: 3.423 -0.322 1.136
C: -2.703 0.929 0.297
C: -1.386 0.578 -1.840
C: -1.442 -1.992 -0.506
C: -1.072 -0.934 1.645
O: 0.613 -0.859 -0.135
H: 4.752 0.493 -1.269
H: 3.466 1.382 -1.838
H: -0.178 1.706 1.239
H: -0.124 2.596 -0.375
H: 2.674 -1.070 1.549
H: 4.429 -0.809 1.109
H: 3.540 0.555 1.766
H: -3.305 0.086 0.271
H: -3.213 1.652 -0.244
H: -2.643 1.176 1.356
H: -1.359 -0.472 -2.045
H: -0.540 0.967 -2.485
H: -2.206 1.085 -2.297
H: -1.017 -2.221 -1.500
H: -2.563 -1.775 -0.739
H: -1.409 -2.778 0.168
H: -2.199 -0.700 1.888
H: -0.531 -0.112 2.148
H: -0.740 -1.847 2.030

The calculation puts the HOMO energy at -7.9 eV. As for the molar mass: 166.07 u. As for the total energy: -13399.4677 eV.

***

[5]
A 2-piece molecular cluster, C10H19N2O overall, computed with ωB97M-V/def2-TZVPD.

Geometry (Å):
C: -3.041 0.036 0.700
C: -2.749 -1.266 0.517
C: -1.177 0.028 -0.410
C: 4.299 -0.524 1.516
C: -3.290 2.840 -0.223
C: -1.006 -2.565 -0.589
C: 3.626 -0.242 0.180
C: 1.994 -0.306 0.024
C: -2.027 2.269 0.259
C: 1.448 0.132 -1.311
N: -2.036 0.835 0.187
N: -1.581 -1.250 -0.172
O: 1.573 -0.634 -2.344
H: -4.036 0.424 0.983
H: -3.340 -2.111 0.669
H: 3.994 0.241 2.384
H: 5.334 -0.358 1.235
H: 4.113 -1.448 1.976
H: -4.110 2.531 0.336
H: -3.413 2.593 -1.317
H: -3.274 4.039 -0.123
H: -0.553 -3.215 0.302
H: -1.751 -3.290 -0.907
H: -0.144 -2.147 -1.202
H: 3.963 -0.960 -0.592
H: 3.902 0.839 -0.222
H: 1.704 -1.313 0.115
H: 1.624 0.245 0.851
H: -2.025 2.427 1.320
H: -1.170 2.596 -0.437
H: 1.269 1.107 -1.623
H: 1.878 -1.553 -2.083

The calculation puts the HOMO energy at -12.3 eV. As for the energy relative to the best compared isomer or geometry (same formula, charge and spin): 392.1 kJ/mol. The net charge is +1. As for the molar mass: 183.27 u. As for the total energy: -15695.2665 eV.

***

[6]
A 2-piece molecular cluster, C10H19N2OSi overall, computed with ωB97M-V/def2-TZVPD.

Geometry (Å):
C: -4.788 -0.750 1.112
C: -4.739 0.014 -0.027
C: -2.735 -1.108 0.130
C: -5.596 0.935 -0.578
C: 3.934 0.796 0.733
C: 1.748 2.081 -0.165
C: 1.539 0.400 1.611
C: 3.567 -1.825 -1.208
C: 0.372 -0.820 -1.376
C: 2.414 0.780 0.358
N: -3.598 -1.380 1.153
N: -3.497 -0.275 -0.614
O: -5.423 1.396 -1.706
Si: 2.212 -0.581 -0.867
H: -5.548 -0.572 1.932
H: -6.539 1.142 -0.037
H: 4.546 0.671 -0.081
H: 4.252 1.764 1.164
H: 4.149 0.126 1.493
H: 1.879 2.800 0.698
H: 0.711 1.838 -0.209
H: 2.087 2.398 -1.199
H: 1.962 0.969 2.454
H: 0.478 0.432 1.355
H: 1.641 -0.626 1.898
H: 4.527 -1.387 -1.014
H: 3.395 -2.818 -0.650
H: 3.501 -1.915 -2.357
H: 0.005 -0.195 -2.299
H: 0.341 -1.918 -1.627
H: -0.372 -0.775 -0.570
H: -3.221 -1.900 1.969
H: -3.206 0.304 -1.477

The calculation puts the HOMO energy at -11.8 eV. As for the energy relative to the best compared isomer or geometry (same formula, charge and spin): 0.0 kJ/mol. The net charge is +1. As for the molar mass: 211.36 u. As for the total energy: -23573.8554 eV.

***

[7]
A 2-piece molecular cluster, C10H19N2P overall, computed with ωB97M-V/def2-TZVPD.

Geometry (Å):
C: 1.738 0.337 0.142
C: 1.173 -0.979 -0.021
C: 0.937 1.563 0.096
C: -0.206 -1.211 -0.159
C: 3.221 0.236 0.487
C: 2.080 -2.177 -0.274
C: 1.534 2.947 0.036
C: -0.826 -2.605 -0.273
C: -2.581 1.480 -2.001
C: -2.769 -0.264 2.350
N: -0.364 1.534 -0.063
N: -2.489 0.476 -0.921
P: -1.255 0.220 0.208
H: 3.511 -0.500 1.189
H: 3.530 1.213 0.853
H: 3.730 0.075 -0.486
H: 2.912 -2.115 0.245
H: 2.417 -2.059 -1.330
H: 1.495 -3.076 -0.110
H: 2.654 2.999 -0.363
H: 1.547 3.296 1.151
H: 0.784 3.493 -0.518
H: -0.373 -3.164 -0.974
H: -1.825 -2.664 -0.447
H: -0.790 -3.039 0.635
H: -2.551 2.416 -1.436
H: -1.722 1.331 -2.759
H: -3.628 1.299 -2.453
H: -1.949 -0.909 2.936
H: -3.277 0.520 2.901
H: -3.347 -0.849 1.797
H: -3.311 0.179 -0.438

The calculation puts the HOMO energy (spin up / spin down) at -6.6 / -6.6 eV. As for the energy relative to the best compared isomer or geometry (same formula, charge and spin): 343.4 kJ/mol. As for the molar mass: 198.25 u. As for the total energy: -22942.4658 eV.

***

[8]
A 2-piece molecular cluster, C10H19N3O2 overall, computed with ωB97M-V/def2-TZVPD.

Geometry (Å):
N: -0.225 0.862 -3.604
C: -1.258 0.663 -2.515
C: -1.124 -0.741 -1.679
C: 0.385 -1.052 -1.094
C: 0.440 -2.624 -0.629
C: 0.411 -2.873 0.990
N: 1.260 -1.925 1.805
C: 0.662 -1.083 2.918
C: 1.893 -0.201 3.547
N: 3.187 -0.526 2.778
C: 2.731 -1.577 1.782
H: 0.709 1.149 -3.233
H: -0.168 0.053 -4.261
H: -1.299 1.634 -1.838
H: -2.315 0.623 -3.068
H: -1.584 -1.621 -2.319
H: -1.830 -0.639 -0.724
H: 1.143 -0.951 -2.009
H: 0.750 -0.285 -0.288
H: 1.356 -3.207 -1.110
H: -0.539 -3.138 -1.076
H: -0.694 -2.875 1.412
H: 0.842 -3.965 1.181
H: -0.456 -1.034 3.280
H: 1.922 0.578 4.435
H: 4.142 -0.108 2.942
H: 3.461 -2.101 1.025
C: -1.937 4.486 0.280
C: -2.024 2.984 0.070
O: -2.906 2.604 -0.748
O: -1.198 2.307 0.744
H: -2.676 5.016 -0.329
H: -2.121 4.725 1.332
H: -0.941 4.843 0.004

The calculation puts the HOMO energy at -6.4 eV. As for the energy relative to the best compared isomer or geometry (same formula, charge and spin): 996.5 kJ/mol. As for the molar mass: 213.28 u. As for the total energy: -19234.4211 eV.

***

[9]
C10H19N3O4 in the gas phase, computed with ωB97M-V/def2-TZVPD.

Geometry (Å):
C: -2.642 0.854 2.971
C: -2.629 -0.005 1.704
C: -1.234 -0.649 1.419
C: -0.898 -1.673 2.492
C: -0.197 0.404 1.133
N: 0.543 0.235 -0.141
C: 1.303 -0.785 -0.537
O: 1.941 -1.551 0.198
C: 1.463 -0.972 -2.063
N: 0.362 -1.439 -2.890
C: 2.145 0.265 -2.742
C: 1.156 1.273 -3.171
N: 1.523 1.983 -4.259
O: 0.062 1.474 -2.588
C: 0.758 0.873 2.283
O: 0.592 2.002 2.780
O: 1.721 -0.041 2.547
H: -2.210 0.300 3.857
H: -3.746 1.145 3.213
H: -2.116 1.822 2.863
H: -2.686 0.683 0.870
H: -3.371 -0.781 1.837
H: -1.388 -1.186 0.483
H: -0.664 -1.266 3.490
H: -1.830 -2.304 2.564
H: 0.031 -2.257 2.253
H: -0.688 1.355 0.991
H: 0.156 0.739 -0.910
H: 2.177 -1.830 -2.118
H: -0.424 -0.736 -3.007
H: 0.018 -2.353 -2.588
H: 2.793 0.791 -2.044
H: 2.807 -0.165 -3.469
H: 0.912 2.639 -4.639
H: 2.544 1.902 -4.578
H: 1.713 -0.746 1.799

The calculation puts the HOMO energy at -9.5 eV. As for the energy relative to the best compared isomer or geometry (same formula, charge and spin): 144.5 kJ/mol. As for the molar mass: 245.28 u. As for the total energy: -23339.2474 eV.

***

[10]
C10H19NO3 in the gas phase, computed with ωB97M-V/def2-TZVPD.

Geometry (Å):
C: -0.850 2.825 0.524
C: -1.944 1.910 -0.297
O: -1.588 1.717 -1.722
C: -2.303 0.472 0.448
C: -1.250 -0.736 0.067
C: -2.089 -2.181 0.132
O: -3.366 -2.416 0.448
O: -1.007 -3.157 -0.208
C: 0.226 -2.672 0.486
C: -0.077 -1.159 1.131
C: 1.265 -0.233 1.301
C: 1.754 0.542 -0.059
C: 2.930 -0.328 -0.864
N: 2.441 -0.862 -2.197
H: -1.441 3.546 1.236
H: -0.244 3.515 -0.238
H: -0.142 2.179 1.212
H: -2.961 2.532 -0.304
H: -1.288 2.604 -2.121
H: -2.463 0.598 1.620
H: -3.370 0.160 0.022
H: -0.730 -0.742 -0.985
H: 0.761 -3.414 1.220
H: 0.898 -2.393 -0.448
H: -0.673 -1.373 2.142
H: 1.093 0.549 2.154
H: 2.155 -0.932 1.637
H: 0.893 0.892 -0.772
H: 2.316 1.530 0.305
H: 3.399 -1.170 -0.182
H: 3.833 0.412 -1.112
H: 2.249 -1.887 -2.101
H: 1.573 -0.328 -2.473

The calculation puts the HOMO energy at -9.3 eV. As for the energy relative to the best compared isomer or geometry (same formula, charge and spin): 574.7 kJ/mol. As for the molar mass: 201.27 u. As for the total energy: -18304.9347 eV.

***

[11]
C10H19NOS in the gas phase, computed with ωB97M-V/def2-TZVPD.

Geometry (Å):
C: 0.208 -4.143 -0.488
C: 0.748 -2.899 -0.303
C: -0.034 -1.794 -0.930
C: 0.372 -0.370 -1.473
C: 2.410 -0.510 -2.849
C: -0.307 2.005 1.451
C: -2.875 1.984 1.419
C: -1.481 0.134 2.601
C: 1.865 0.099 -1.620
C: -1.539 1.087 1.443
N: -0.229 -0.433 -0.203
O: -1.786 1.359 -1.120
S: -1.817 0.230 -0.160
H: 0.656 -5.015 0.031
H: -0.537 -4.396 -1.256
H: 1.624 -2.645 0.284
H: -0.936 -2.298 -1.306
H: -0.148 -0.086 -2.445
H: 3.301 -0.050 -3.041
H: 1.838 -0.370 -3.737
H: 2.637 -1.484 -2.662
H: 0.655 1.555 1.420
H: -0.287 2.668 0.611
H: -0.367 2.792 2.222
H: -3.656 1.301 1.383
H: -2.905 2.636 0.632
H: -2.850 2.521 2.311
H: -2.499 -0.084 2.942
H: -0.863 -0.729 2.216
H: -0.936 0.475 3.531
H: 1.848 1.219 -1.715
H: 2.354 -0.275 -0.802

The calculation puts the HOMO energy at -8.7 eV. As for the energy relative to the best compared isomer or geometry (same formula, charge and spin): 434.6 kJ/mol. As for the molar mass: 201.33 u. As for the total energy: -25047.1083 eV.

***

[12]
C10H19P in the gas phase, computed with ωB97M-V/def2-TZVPD.

Geometry (Å):
C: 0.513 0.365 -0.861
C: 1.344 -0.083 0.253
C: -1.947 0.338 -1.218
C: -0.679 -1.498 -2.018
C: -0.293 0.716 -3.139
C: 1.903 0.036 2.767
C: -0.194 -1.062 2.003
C: 0.044 1.378 1.771
C: -0.564 -0.011 -1.772
C: 0.801 0.050 1.728
P: 1.892 1.334 -0.707
H: 1.883 -1.096 0.265
H: -2.586 -0.064 -1.973
H: -1.990 -0.039 -0.103
H: -2.091 1.401 -1.209
H: -1.536 -1.805 -2.464
H: -0.773 -1.964 -1.026
H: 0.103 -1.995 -2.518
H: -0.979 0.305 -3.830
H: 0.661 0.520 -3.537
H: -0.357 1.869 -3.016
H: 1.464 0.419 3.644
H: 2.785 0.621 2.439
H: 2.189 -1.070 2.969
H: -0.484 -1.062 3.062
H: -1.127 -1.063 1.470
H: 0.129 -1.988 1.855
H: -0.188 1.850 2.819
H: -0.723 1.546 1.065
H: 0.799 2.051 1.279

The calculation puts the HOMO energy (spin up / spin down) at -6.1 / -9.4 eV. As for the energy relative to the best compared isomer or geometry (same formula, charge and spin): 0.0 kJ/mol. As for the molar mass: 170.24 u. As for the multiplicity: 3. As for the total energy: -19961.4016 eV.

***

[13]
A 2-piece molecular cluster, C10H20B2F6N5O4P overall, computed with ωB97M-V/def2-TZVPD.

Geometry (Å):
C: -0.241 2.738 1.649
C: -0.577 1.420 1.698
N: -1.468 0.702 0.830
C: -2.819 0.879 0.510
B: -3.768 2.016 1.049
N: -3.436 2.890 2.150
O: -4.999 2.201 0.461
C: -3.160 -0.132 -0.363
B: -4.552 -0.492 -1.057
O: -5.672 -0.588 -0.314
O: -4.640 -0.778 -2.399
N: -2.001 -0.870 -0.542
C: -1.971 -2.054 -1.400
C: -2.641 -3.222 -0.676
N: -2.411 -3.547 0.517
C: -0.994 -0.379 0.180
C: 0.381 -0.927 0.268
C: 1.415 0.024 -0.317
O: 1.320 -0.123 -1.742
C: 2.852 -0.246 0.142
N: 2.973 -1.141 1.311
H: 0.801 3.001 1.488
H: -0.909 3.565 1.850
H: -0.103 0.796 2.448
H: -3.018 3.760 1.850
H: -2.872 2.445 2.863
H: -4.947 2.439 -0.471
H: -5.517 -0.274 0.584
H: -4.702 0.001 -2.959
H: -2.455 -1.839 -2.345
H: -0.946 -2.354 -1.596
H: -3.391 -3.790 -1.218
H: -1.706 -2.941 0.943
H: 0.454 -1.860 -0.281
H: 0.555 -1.184 1.312
H: 1.186 1.066 -0.107
H: 1.400 0.744 -2.145
H: 3.481 -0.584 -0.675
H: 3.269 0.722 0.435
H: 3.924 -1.031 1.651
H: 2.395 -0.752 2.051
F: 8.599 0.211 -1.680
P: 7.084 -0.038 -1.089
F: 5.843 0.504 -0.123
F: 7.941 -0.090 0.317
F: 6.549 -1.548 -0.649
F: 6.791 -0.727 -2.567
F: 6.703 1.386 -1.842

The calculation puts the HOMO energy at -9.6 eV. As for the molar mass: 440.89 u. As for the total energy: -53285.1955 eV.

***

[14]
A 3-piece molecular cluster, C10H20BFN2 overall, computed with ωB97M-V/def2-TZVPD.

Geometry (Å):
C: -3.870 -1.008 -0.576
C: -3.583 -2.456 -0.948
C: -2.239 -2.950 -0.396
C: -1.115 -2.167 -0.908
N: -0.257 -1.512 -1.300
H: -3.118 -0.339 -0.998
H: -4.844 -0.695 -0.952
H: -3.873 -0.874 0.508
H: -3.586 -2.576 -2.032
H: -4.361 -3.110 -0.553
H: -2.068 -3.997 -0.651
H: -2.224 -2.872 0.694
C: 4.944 1.127 -1.215
C: 3.732 0.269 -0.880
C: 2.440 1.083 -0.757
C: 2.500 2.076 0.316
N: 2.545 2.832 1.181
H: 5.135 1.860 -0.429
H: 5.837 0.514 -1.327
H: 4.792 1.671 -2.149
H: 3.898 -0.272 0.053
H: 3.570 -0.480 -1.656
H: 1.590 0.430 -0.556
H: 2.227 1.607 -1.692
B: -1.089 1.565 0.328
C: -0.959 0.571 1.524
C: -0.492 1.300 2.780
F: -1.000 0.660 3.922
H: -0.339 1.573 -0.595
H: -1.959 2.383 0.358
H: -1.956 0.182 1.767
H: -0.299 -0.275 1.318
H: 0.595 1.302 2.873
H: -0.839 2.336 2.829

The calculation puts the HOMO energy at -11.3 eV. As for the molar mass: 198.09 u. As for the total energy: -17067.0863 eV.